Entry 1:
50
Properties=species:S:1:pos:R:3:mulliken_charge:R:1 method="wB97M-V/def2-TZVPD" charge=+2
Pd 0.153 0.325 -2.055 0.805
O 2.306 1.986 -0.054 -0.326
S 2.134 2.018 -1.648 1.180
O 3.040 2.981 -2.115 -0.507
O 2.287 0.602 -2.086 -0.619
O 0.679 2.305 -1.867 -0.530
N -2.347 -1.669 -2.278 -0.170
C -2.669 -0.384 -2.683 0.798
C -3.969 -0.108 -3.105 -0.729
C -4.296 1.171 -3.487 -0.367
C -3.325 2.167 -3.459 -0.759
C -2.064 1.835 -3.034 -0.489
N -1.745 0.580 -2.640 -0.275
C -1.140 -2.324 -2.425 0.843
C -1.139 -3.708 -2.616 -0.765
C 0.061 -4.370 -2.728 -0.383
C 1.250 -3.651 -2.656 -0.812
C 1.181 -2.295 -2.468 -0.452
N 0.003 -1.644 -2.338 -0.107
H -3.139 -2.294 -2.290 0.241
H -4.701 -0.904 -3.141 0.353
H -5.301 1.393 -3.821 0.430
H -3.539 3.180 -3.765 0.447
H -1.264 2.560 -2.989 0.647
H -2.079 -4.236 -2.693 0.353
H 0.075 -5.440 -2.888 0.434
H 2.212 -4.129 -2.759 0.458
H 2.066 -1.673 -2.421 0.648
C 1.922 -0.291 4.245 -0.757
N 0.411 -0.247 4.060 0.301
C -0.140 1.175 4.099 -0.797
N 0.643 2.069 3.337 0.192
C 2.040 2.016 3.737 -1.001
N 2.582 0.695 3.479 0.182
C 2.803 0.432 2.063 -1.046
P 1.433 0.859 0.847 1.150
C -0.311 -1.276 3.927 -0.024
C 0.462 2.088 1.889 -1.038
H 2.249 -1.300 3.996 0.381
H 2.071 -0.100 5.311 0.332
H -0.109 1.447 5.156 0.332
H -1.172 1.127 3.753 0.379
H 2.124 2.241 4.802 0.317
H 2.609 2.760 3.181 0.392
H 3.079 -0.613 1.923 0.421
H 3.659 1.030 1.740 0.458
H 0.142 -2.262 3.936 0.274
H -1.388 -1.173 3.842 0.273
H -0.598 1.976 1.657 0.462
H 0.762 3.075 1.527 0.471


Entry 2:
12
Properties=species:S:1:pos:R:3:mulliken_charge:R:1 method="wB97M-V/def2-TZVPD" smiles="[H]/N=C/N(O)/C(C#N)=N/[H]"
H -1.357 -0.881 2.763 0.300
N -0.767 -0.917 1.842 -0.458
C -0.859 0.205 1.358 -0.002
N -0.575 0.519 -0.180 0.027
O -0.581 1.773 -0.326 -0.425
C 0.563 -0.127 -0.844 0.603
C 0.889 -1.467 -0.682 0.171
N 1.118 -2.632 -0.631 -0.395
N 1.328 0.589 -1.701 -0.718
H 1.776 -0.109 -2.207 0.258
H -1.151 1.242 1.946 0.264
H -0.384 1.806 -1.338 0.378


Entry 3:
67
Properties=species:S:1:pos:R:3:mulliken_charge:R:1 method="wB97M-V/def2-TZVPD" charge=-1
C -1.718 5.985 4.168 -1.039
C -0.957 5.085 3.148 0.576
O 0.078 5.516 2.720 -0.526
N -1.511 3.801 2.728 0.139
C -1.535 3.850 1.243 -1.003
C -0.623 2.692 3.144 -0.808
C -0.924 2.131 4.566 -0.680
C -2.299 1.396 4.727 -0.843
C -2.744 0.501 3.527 -0.756
C -2.197 -0.983 3.557 0.601
N -0.982 -1.179 4.369 -0.197
C 0.254 -0.907 3.632 -0.343
C 0.557 -1.879 2.426 0.513
C 0.354 -1.067 1.090 -1.078
O 1.947 -2.293 2.378 -0.574
C -3.347 -1.860 4.198 0.051
O -4.200 -2.440 3.506 -0.762
O -3.408 -1.928 5.479 -0.756
H -2.370 6.728 3.646 0.288
H -1.006 6.592 4.775 0.312
H -2.327 5.338 4.835 0.276
H -1.956 2.920 0.804 0.308
H -2.170 4.692 0.871 0.310
H -0.518 3.988 0.801 0.378
H -0.610 1.855 2.406 0.468
H 0.433 3.081 3.164 0.339
H -0.964 3.024 5.251 0.424
H -0.087 1.510 4.967 0.399
H -3.142 2.081 4.989 0.379
H -2.194 0.719 5.613 0.400
H -3.858 0.420 3.594 0.448
H -2.534 0.924 2.517 0.218
H -2.116 -1.336 2.501 -0.032
H -1.021 -2.157 4.665 0.344
H 1.101 -1.037 4.363 0.426
H 0.329 0.131 3.250 -0.499
H -0.037 -2.822 2.442 0.201
H -0.685 -0.699 0.964 0.253
H 0.722 -1.688 0.246 0.272
H 1.002 -0.164 1.195 0.225
H 2.220 -2.522 3.279 0.339
O 1.209 -1.524 -2.892 -0.705
P 2.093 -2.040 -4.012 1.228
O 1.973 -0.694 -4.974 -0.313
C 2.778 0.433 -4.636 -0.368
C 4.256 0.173 -4.871 -0.977
O 0.919 -2.995 -4.679 -0.416
C -0.218 -3.425 -3.931 -0.332
C -1.379 -2.463 -4.101 -1.100
O 3.206 -2.694 -5.088 -0.427
C 2.854 -3.329 -6.320 -0.209
C 2.092 -2.470 -7.308 -0.921
H 2.596 0.718 -3.596 0.295
H 2.448 1.259 -5.269 0.307
H 4.635 -0.596 -4.191 0.295
H 4.838 1.083 -4.706 0.397
H 4.432 -0.179 -5.888 0.199
H 0.038 -3.568 -2.881 0.327
H -0.504 -4.408 -4.316 0.320
H -1.081 -1.424 -3.957 0.281
H -2.181 -2.697 -3.399 0.371
H -1.778 -2.533 -5.116 0.317
H 2.327 -4.262 -6.118 0.256
H 3.803 -3.615 -6.783 0.360
H 1.106 -2.183 -6.946 0.214
H 1.947 -3.019 -8.242 0.392
H 2.635 -1.548 -7.524 0.219


Entry 4:
12
Properties=species:S:1:pos:R:3:mulliken_charge:R:1 method="wB97M-V/def2-TZVPD" smiles="C=CN.C=O"
C -2.183 0.453 -1.324 -0.763
C -0.891 0.798 -1.698 0.095
N -0.121 1.938 -1.128 -0.545
H -2.799 0.920 -0.541 0.225
H -2.696 -0.276 -1.926 0.231
H -0.534 0.289 -2.615 0.269
H -0.348 2.114 -0.167 0.246
H 0.902 1.697 -1.251 0.247
C 2.177 -1.940 2.648 -0.022
O 1.271 -1.841 1.835 -0.390
H 3.307 -2.087 2.430 0.203
H 1.917 -2.063 3.736 0.204


Entry 5:
45
Properties=species:S:1:pos:R:3:mulliken_charge:R:1 method="wB97M-V/def2-TZVPD" smiles="CC(C)[C@@H]1Cc2c(sc3c2c(=O)n(-c2ccccc2)c2n[nH]c(=S)n32)CO1"
C -2.803 -5.157 -0.249 -1.426
C -2.569 -3.610 -0.447 0.607
C -3.341 -2.879 0.603 -1.751
C -1.010 -3.389 -0.218 -0.341
C -0.799 -1.811 -0.401 -0.372
C 0.655 -1.534 -0.313 -0.130
C 1.693 -2.425 -0.592 0.355
S 3.208 -1.568 -0.681 -0.221
C 2.519 -0.032 -0.152 0.205
C 1.172 -0.201 0.018 -0.438
C 0.422 1.046 0.429 0.501
O -0.771 0.859 0.734 -0.670
N 1.061 2.317 0.520 0.362
C 0.276 3.503 0.597 0.031
C 0.239 4.499 1.591 -0.423
C -0.373 5.791 1.443 -0.652
C -1.129 5.900 0.217 -0.310
C -1.357 4.829 -0.646 -0.772
C -0.604 3.724 -0.462 0.304
C 2.452 2.287 0.457 0.521
N 3.271 3.336 0.308 -0.580
N 4.413 2.874 -0.134 -0.070
C 4.459 1.488 0.073 0.101
S 5.704 0.901 -0.793 -0.461
N 3.135 1.152 0.260 0.169
C 1.329 -3.856 -0.897 -0.474
O -0.097 -4.108 -1.127 -0.405
H -3.242 -5.382 0.720 0.334
H -1.961 -5.834 -0.532 0.359
H -3.543 -5.394 -1.019 0.381
H -2.625 -3.319 -1.496 0.443
H -3.010 -3.123 1.639 0.344
H -4.364 -3.202 0.535 0.506
H -3.360 -1.831 0.426 0.454
H -0.802 -3.720 0.786 0.312
H -1.436 -1.272 0.351 0.450
H -1.085 -1.488 -1.346 0.320
H 0.763 4.443 2.523 0.360
H -0.313 6.669 2.119 0.365
H -1.731 6.769 0.040 0.353
H -2.282 5.111 -1.278 0.240
H -0.777 2.872 -1.158 0.252
H 5.039 3.427 -0.655 0.224
H 1.752 -4.478 -0.011 0.224
H 1.821 -4.184 -1.779 0.420


Entry 6:
DFT (ωB97M-V with the def2-TZVPD basis set) results for a cluster of 20 separate species, H40O20 in total in a non-equilibrium geometry.

```
60
Properties=species:S:1:pos:R:3:mulliken_charge:R:1
O -11.726 8.243 -0.957 -0.612
H -12.644 8.128 -0.711 0.338
H -11.237 8.037 -0.160 0.319
O -15.413 8.002 -8.424 -0.719
H -15.106 8.060 -7.519 0.362
H -16.315 7.689 -8.352 0.322
O -13.267 7.641 -9.920 -0.639
H -12.808 6.905 -9.515 0.286
H -14.004 7.816 -9.334 0.415
O -10.270 6.426 -2.486 -0.654
H -10.654 7.237 -2.153 0.327
H -11.020 5.851 -2.641 0.441
O -17.124 2.411 -6.434 -0.587
H -16.522 1.895 -6.971 0.293
H -17.985 2.256 -6.824 0.297
O -11.859 9.460 -5.189 -0.666
H -11.035 8.979 -5.112 0.322
H -12.081 9.701 -4.289 0.309
O -13.341 4.149 0.088 -0.676
H -13.438 4.983 0.549 0.408
H -14.215 3.963 -0.257 0.332
O -15.891 3.394 0.218 -0.668
H -16.510 3.788 -0.397 0.310
H -15.898 2.462 0.002 0.313
O -12.585 4.877 -2.702 -0.762
H -12.997 4.823 -1.839 0.433
H -13.247 5.285 -3.259 0.307
O -17.614 4.899 -4.529 -0.572
H -16.668 4.752 -4.538 0.285
H -17.967 4.222 -5.105 0.280
O -19.004 9.278 -2.097 -0.646
H -18.990 8.321 -2.110 0.332
H -19.730 9.514 -2.675 0.307
O -14.330 8.345 -5.659 -0.607
H -14.880 8.572 -4.909 0.326
H -13.451 8.628 -5.406 0.345
O -19.768 6.907 -5.141 -0.638
H -18.973 6.409 -4.947 0.339
H -20.479 6.367 -4.795 0.314
O -16.767 11.127 -5.818 -0.610
H -17.579 10.794 -5.435 0.300
H -16.785 10.820 -6.724 0.312
O -14.381 6.450 0.779 -0.625
H -14.017 6.702 1.628 0.302
H -15.125 7.039 0.653 0.243
O -14.649 8.879 -1.458 -0.697
H -14.155 9.672 -1.249 0.315
H -15.324 8.831 -0.781 0.284
O -11.195 2.296 -2.474 -0.622
H -11.483 3.208 -2.439 0.378
H -10.795 2.138 -1.619 0.302
O -14.889 5.690 -4.317 -0.747
H -15.140 6.611 -4.248 0.332
H -14.522 5.606 -5.197 0.304
O -18.505 5.719 -1.966 -0.589
H -18.237 5.591 -2.876 0.438
H -18.476 4.842 -1.582 0.229
O -16.374 8.299 -3.430 -0.598
H -17.111 8.910 -3.407 0.230
H -16.015 8.323 -2.543 0.305
```


Entry 7:
13
Properties=species:S:1:pos:R:3:mulliken_charge:R:1 method="wB97M-V/def2-TZVPD" smiles=C[C@@](O)(Cl)[C@@H](O)Cl
C -0.426 1.249 -0.669 -1.176
C -0.369 0.102 0.429 0.615
O -0.171 0.582 1.739 -0.481
Cl -1.976 -0.706 0.207 -0.213
C 0.638 -1.016 0.109 -0.185
O 0.458 -1.381 -1.192 -0.451
Cl 2.227 -0.115 0.302 -0.197
H 0.483 1.110 -1.208 0.319
H -0.366 2.178 -0.065 0.323
H -1.344 1.290 -1.327 0.322
H -0.992 0.763 2.193 0.391
H 0.731 -1.962 0.839 0.393
H 1.107 -2.094 -1.357 0.340


Entry 8:
110
Properties=species:S:1:pos:R:3:mulliken_charge:R:1 method="wB97M-V/def2-TZVPD" smiles="O=[N+]([O-])c1ccccc1.O=[N+]([O-])c1ccccc1.O=[N+]([O-])c1ccccc1.O=[N+]([O-])c1ccccc1.O=[N+]([O-])c1ccccc1.O=[N+]([O-])c1ccccc1.O=[N+]([O-])c1ccccc1.CNC(C)=O"
O -22.772 -14.718 16.859 -0.594
N -21.598 -14.765 17.209 0.934
O -20.843 -13.819 17.074 -0.548
C -21.070 -15.981 17.761 -0.109
C -21.912 -16.870 18.412 -0.503
C -21.394 -18.091 18.871 -0.441
C -20.087 -18.470 18.572 -0.646
C -19.320 -17.599 17.822 -0.456
C -19.757 -16.359 17.508 0.895
H -22.999 -16.693 18.587 0.371
H -22.057 -18.683 19.497 0.354
H -19.619 -19.404 18.930 0.395
H -18.341 -17.956 17.569 0.387
H -19.048 -15.688 17.044 -0.051
O -8.421 -6.075 19.341 -0.532
N -9.639 -6.162 19.502 0.842
O -10.452 -5.276 19.698 -0.521
C -10.212 -7.558 19.571 0.567
C -11.278 -7.911 18.690 -0.709
C -11.630 -9.253 18.526 -0.274
C -10.952 -10.226 19.269 -0.279
C -9.880 -9.865 20.076 -0.618
C -9.578 -8.526 20.321 -0.559
H -11.572 -7.093 18.087 0.459
H -12.394 -9.519 17.842 0.572
H -11.198 -11.327 19.169 0.299
H -9.286 -10.607 20.552 0.425
H -8.744 -8.308 21.020 0.359
O -20.009 -12.950 13.097 -0.585
N -20.214 -11.923 12.509 1.149
O -19.953 -11.725 11.307 -0.666
C -20.891 -10.928 13.283 0.153
C -21.278 -11.245 14.577 -0.326
C -22.026 -10.341 15.313 -0.648
C -22.294 -9.024 14.790 -0.673
C -21.816 -8.711 13.498 -0.678
C -21.126 -9.669 12.728 -0.350
H -21.088 -12.204 14.954 0.651
H -22.366 -10.555 16.291 0.494
H -22.979 -8.440 15.350 0.496
H -21.990 -7.797 13.092 0.555
H -20.746 -9.375 11.752 0.426
O -14.048 -14.279 19.472 -0.644
N -15.161 -13.794 19.636 1.248
O -16.203 -14.420 19.591 -0.656
C -15.187 -12.345 19.837 0.189
C -16.322 -11.650 19.513 -0.596
C -16.364 -10.238 19.680 -0.707
C -15.332 -9.653 20.355 -0.747
C -14.162 -10.359 20.576 -0.172
C -14.129 -11.702 20.442 -0.454
H -17.025 -12.146 18.919 0.748
H -17.210 -9.652 19.369 0.477
H -15.422 -8.622 20.594 0.448
H -13.327 -9.781 21.013 0.395
H -13.202 -12.214 20.626 0.433
O -17.910 -8.184 12.564 -0.667
N -17.746 -7.803 13.724 1.126
O -18.644 -7.767 14.541 -0.582
C -16.378 -7.491 14.173 -0.071
C -16.118 -6.919 15.431 -0.285
C -14.816 -6.635 15.778 -0.313
C -13.708 -6.982 14.942 -0.688
C -14.025 -7.578 13.757 -0.526
C -15.326 -7.748 13.319 -0.211
H -16.964 -6.681 16.098 0.424
H -14.591 -6.122 16.716 0.375
H -12.741 -6.693 15.324 0.474
H -13.259 -7.845 13.047 0.398
H -15.489 -8.186 12.384 0.501
O -15.721 -18.052 17.566 -0.626
N -15.841 -17.207 16.684 1.117
O -16.933 -16.885 16.214 -0.582
C -14.743 -16.491 16.075 -0.094
C -13.483 -16.282 16.586 -0.403
C -12.610 -15.485 15.955 -0.592
C -12.994 -14.966 14.696 -0.304
C -14.174 -15.243 14.018 -0.216
C -15.000 -16.094 14.715 -0.134
H -13.146 -16.665 17.529 0.429
H -11.605 -15.362 16.376 0.393
H -12.311 -14.204 14.290 0.325
H -14.512 -14.817 13.051 0.300
H -15.955 -16.408 14.318 0.398
O -13.795 -10.169 15.977 -0.636
N -14.180 -11.166 16.640 1.192
O -13.611 -11.696 17.547 -0.510
C -15.488 -11.748 16.236 0.178
C -15.701 -13.089 16.480 -0.024
C -17.007 -13.556 16.255 0.224
C -18.033 -12.717 15.767 -0.276
C -17.717 -11.355 15.549 0.007
C -16.434 -10.892 15.764 -0.050
H -14.938 -13.820 16.749 0.305
H -17.198 -14.624 16.434 -0.710
H -19.056 -13.055 15.759 0.009
H -18.512 -10.694 15.160 0.314
H -16.105 -9.875 15.637 0.008
C -17.152 -14.283 12.688 -0.476
N -17.349 -13.090 11.913 -0.048
C -16.446 -12.023 12.032 0.762
C -16.721 -10.926 11.073 -0.914
O -15.549 -12.082 12.853 -0.541
H -18.080 -14.724 12.858 0.431
H -16.654 -14.031 13.623 -0.471
H -16.515 -14.945 12.015 0.419
H -18.104 -13.080 11.274 0.355
H -17.469 -11.030 10.306 0.359
H -15.743 -10.642 10.653 0.338
H -16.962 -9.939 11.660 -0.185


E_LUMO / eV: -6.6; -0.4; 0.1; 0.7; -0.2; -0.7; 0.6; -0.8
ΔE to the lowest compared entry with this formula, charge and spin / eV: 0.411; 5.325; 2.586; 2.859; 4.511; 2.427; 1.132; 0.775